P) A 2-piece molecular cluster, C4H14N2O overall. Source: the Open Molecules 2025 dataset; level of theory: ωB97M-V/def2-TZVPD.

Its total charge is -1. The calculation puts the HOMO energy (alpha / beta) at 0.038 / -0.208 Ha. As for the lowest unoccupied orbital energy (alpha / beta): 3.7 / 3.6 eV. For the HOMO-LUMO gap (alpha / beta), the calculation gives 2.7 / 9.2 eV. As for the spin multiplicity: 2.

Each line ends with the Löwdin charge.
CARTESIAN COORDINATES (ANGSTROEM)
O -1.2109 -2.5399 2.0206  -0.43
N -1.0015 0.3660 -1.3604  -0.13
N 1.1009 -1.4115 -0.2636  0.01
C 0.0733 0.8325 -0.4465  -0.26
C 1.3949 -0.0518 -0.5707  -0.47
C -2.2175 0.9485 -0.8819  -0.30
C 2.3535 0.5690 0.4588  -0.12
H 2.8234 -0.0238 1.2712  0.08
H -2.2903 0.9896 0.2637  0.05
H 1.6832 -1.8219 0.4813  0.06
H 1.7620 0.1184 -1.5874  0.11
H -2.2625 2.0656 -0.9605  0.06
H 0.2224 -1.4016 0.2480  0.01
H -3.1068 0.3808 -1.2152  0.05
H -0.7781 0.8091 -2.2370  0.09
H 3.0649 1.1745 -0.0887  0.05
H -0.1863 0.6200 0.6000  0.09
H 0.3441 1.8416 -0.7822  0.11
H 1.9660 1.5436 0.8472  0.06
H -1.7996 -2.9210 2.6880  -0.06
H -1.9352 -2.0880 1.5154  -0.07

---

Q) A 2-piece molecular cluster, C4H14N2O overall. Source: the Open Molecules 2025 dataset; level of theory: ωB97M-V/def2-TZVPD.

Its total charge is -1. The calculation puts the HOMO energy (alpha / beta) at 0.039 / -0.146 Ha. As for the lowest unoccupied orbital energy (alpha / beta): 4.0 / 3.8 eV. For the HOMO-LUMO gap (alpha / beta), the calculation gives 3.0 / 7.8 eV. As for the spin multiplicity: 2.

Each line ends with the Löwdin charge.
CARTESIAN COORDINATES (ANGSTROEM)
O 0.4103 -0.5119 3.2537  -0.22
N -1.6279 0.3444 0.9090  -0.03
N 0.5534 -0.1430 -0.7391  -0.32
C -0.7478 -0.0872 -1.3355  -0.27
C 1.1610 -1.4668 -0.5559  -0.18
C 1.5253 0.9718 -0.5404  -0.24
C -1.9058 0.6096 -0.5345  -0.31
H 1.1446 -1.1454 3.1498  -0.02
H -2.7791 0.1963 -1.0264  0.08
H 0.4277 -2.1372 -1.0491  0.06
H -1.1743 -0.9829 -1.7839  0.09
H -1.9038 1.7031 -0.7204  0.08
H -0.5496 0.5314 -2.2590  0.10
H -2.5408 0.5701 1.3260  0.04
H 2.1996 0.5879 0.2331  0.01
H -1.0829 1.1594 1.2064  0.01
H 1.9342 1.0945 -1.5519  0.05
H 1.1138 -1.7105 0.5168  0.05
H 2.1001 -1.5723 -1.1089  0.06
H 0.7931 0.2003 2.7012  -0.04
H 0.9490 1.7882 -0.0911  0.02

---

Which structure loses on stability? Q) does.

---

P) An isolated ion of composition C5H11NO and charge -1. Source: the Open Molecules 2025 dataset; level of theory: ωB97M-V/def2-TZVPD.

Its total charge is -1. The calculation puts the HOMO energy (alpha / beta) at 0.018 / -0.112 Ha. As for the lowest unoccupied orbital energy (alpha / beta): 3.9 / 3.8 eV. For the HOMO-LUMO gap (alpha / beta), the calculation gives 3.4 / 6.9 eV. As for the spin multiplicity: 2.

Each line ends with the Löwdin charge.
CARTESIAN COORDINATES (ANGSTROEM)
O -0.4254 2.5202 1.3855  -0.25
N -0.4691 -1.1940 0.8456  -0.14
C 0.7014 -0.3411 0.7336  -0.26
C -0.3098 2.6134 0.1035  -0.47
C 0.8051 0.4142 -0.5777  -0.24
C -0.4305 -2.4430 0.1014  -0.16
C -0.3369 1.4346 -0.8173  -0.29
H 0.7236 0.3305 1.5915  0.10
H -1.3553 -0.8521 1.1577  0.09
H -1.4065 -2.8154 -0.2100  0.06
H 0.7404 -0.3010 -1.4217  0.08
H -0.2934 3.6048 -0.3783  0.03
H -1.3008 0.8932 -0.8294  0.08
H 1.5308 -1.0553 0.8649  0.10
H 0.0013 -3.1839 0.7885  0.06
H 0.2511 -2.3289 -0.7395  0.06
H 1.7549 0.9229 -0.7489  0.09
H -0.1809 1.7811 -1.8495  0.08

---

Q) An isolated ion of composition C5H11NO and charge -1. Source: the Open Molecules 2025 dataset; level of theory: ωB97M-V/def2-TZVPD.

Its total charge is -1. The calculation puts the HOMO energy (alpha / beta) at 0.011 / -0.110 Ha. As for the lowest unoccupied orbital energy (alpha / beta): 4.0 / 3.9 eV. For the HOMO-LUMO gap (alpha / beta), the calculation gives 3.7 / 6.9 eV. As for the spin multiplicity: 2.

Each line ends with the Löwdin charge.
CARTESIAN COORDINATES (ANGSTROEM)
O 2.5896 0.0792 1.0754  -0.24
N 0.5820 0.5738 -1.2505  -0.11
C -2.0845 0.3300 1.4099  -0.14
C -0.8884 -0.2359 0.6223  -0.26
C 2.1062 -0.7959 0.2733  -0.49
C 1.6870 -0.3815 -1.1215  -0.29
C -0.7754 0.4300 -0.7716  -0.26
H -1.7724 1.3318 1.7034  0.06
H -1.0903 1.4661 -0.6010  0.10
H 0.7202 1.2723 -1.9538  0.07
H 0.0199 0.0690 1.1533  0.08
H -2.2206 -0.2266 2.3409  0.06
H 1.4963 -1.2692 -1.7424  0.07
H -2.9951 0.4655 0.8365  0.05
H 2.5894 0.1702 -1.4812  0.08
H -0.8306 -1.3212 0.5816  0.09
H -1.4670 -0.0995 -1.4604  0.09
H 2.3338 -1.8582 0.3860  0.04

---

Which structure loses on stability? Q) does.